Formula: C23H31CaCl2N5O2S
Source: OMol25
Level of theory: the ωB97M-V functional and the def2-TZVPD basis

Cartesian coordinates (Å):
Ca  -0.48  -0.13  -0.09
C  -3.61  0.19  -0.69
N  -2.81  0.87  0.35
C  -3.44  0.59  1.66
C  -2.55  0.68  2.89
C  -1.57  -0.49  3.08
N  -0.33  -0.31  2.33
C  0.73  -0.22  3.05
C  2.09  0.00  2.63
C  3.04  0.21  3.65
C  4.36  0.46  3.38
C  4.77  0.51  2.03
C  3.89  0.29  1.01
C  2.51  0.02  1.26
O  1.71  -0.21  0.28
C  -2.87  2.31  0.00
C  -1.97  3.29  0.74
C  -0.46  3.03  0.58
N  -0.18  2.17  -0.56
C  0.61  2.58  -1.47
C  1.06  1.83  -2.63
C  2.04  2.46  -3.41
C  2.59  1.87  -4.53
C  2.12  0.60  -4.90
C  1.15  -0.03  -4.17
C  0.58  0.54  -3.01
O  -0.35  -0.11  -2.36
H  -4.64  0.56  -0.70
H  -3.63  -0.89  -0.50
H  -3.16  0.35  -1.67
H  -3.83  -0.43  1.62
H  -4.32  1.25  1.77
H  -3.21  0.71  3.76
H  -1.98  1.61  2.92
H  -2.06  -1.41  2.76
H  -1.36  -0.59  4.15
H  0.62  -0.30  4.14
H  2.70  0.17  4.68
H  5.07  0.62  4.18
H  5.81  0.71  1.80
H  4.20  0.31  -0.02
H  -3.91  2.65  0.10
H  -2.62  2.37  -1.06
H  -2.24  3.36  1.79
H  -2.21  4.26  0.30
H  -0.08  2.52  1.47
H  0.07  3.99  0.51
H  1.03  3.59  -1.39
H  2.38  3.44  -3.10
H  3.35  2.37  -5.11
H  2.53  0.12  -5.78
H  0.79  -1.01  -4.47
N  -1.36  -4.84  -1.78
C  -1.26  -3.50  -1.61
N  -0.81  -2.78  -2.63
S  -1.68  -2.84  -0.10
H  -1.32  -5.24  -2.71
H  -1.84  -5.35  -1.07
H  -0.50  -3.25  -3.47
H  -0.64  -1.76  -2.56
Cl  2.01  -3.25  -0.02
C  1.38  -4.83  0.46
Cl  2.18  -5.46  1.92
H  1.55  -5.53  -0.34
H  0.33  -4.71  0.68

The frontier orbital gap comes out at 7.30 eV. Its total charge is 0. The relative energy (zero: lowest compared OMol25 entry of this formula, charge and spin) comes out at 0.0 kcal/mol. The calculation puts the LUMO energy at 0.26 eV. Its highest occupied orbital energy is -7.038 eV.